No. 1
This record from the OMol25 dataset describes a single C4H4OS2 molecule in a non-equilibrium geometry. The level of theory is ωB97M-V/def2-TZVPD.

Cartesian coordinates (Å):
S 1.8887 -1.5981 -0.2283
S 1.5342 1.2937 0.7975
O -0.5996 1.4481 -0.8256
C -1.2477 -0.6349 0.1774
C -1.8253 -1.1533 1.1398
C -0.3151 0.0879 -0.6785
C 1.1274 -0.1864 -0.1219
H -0.3698 -0.3752 -1.7149
H 2.6322 0.7882 1.2479
H -0.2788 1.8152 -1.7031
H -2.5463 -1.4852 1.9098

Atomic forces in eV per Å
0.09 0.34 -0.10
-0.83 -0.34 -0.95
0.00 1.21 -0.77
-1.53 -0.91 3.45
0.23 1.31 -1.99
0.86 -1.55 -2.67
-1.06 1.18 0.63
0.26 0.16 1.14
1.36 -0.55 0.62
-0.46 -1.04 1.64
1.09 0.19 -1.00

E_HOMO = -8.9 eV
energy above the lowest of the compared OMol25 structures with the same formula, charge and spin = 2.626 eV
net charge = 0
molar mass = 132.21 u
multiplicity = 1
energy = -1026.3180 hartree
SMILES = C#C[C@@H](O)C(=S)S

***

No. 2
This record from the OMol25 dataset describes a molecular structure, C4H4P2 in a non-equilibrium geometry. The level of theory is ωB97M-V/def2-TZVPD.

Cartesian coordinates (Å):
P 1.2182 -1.4924 1.2368
P 0.9581 2.1975 -0.3374
C 0.0949 0.7596 -0.0374
C -1.5944 0.2264 -0.7929
C -1.2460 -0.9582 -0.2965
C 0.0794 -0.6013 0.3427
H 2.4450 -0.5544 1.1909
H -2.3744 0.8689 -1.0694
H -1.7562 -1.9851 -0.1416
H 2.1755 1.5391 -0.0953

Atomic forces in eV per Å
0.84 0.59 -0.47
-0.94 -1.71 0.10
-2.97 2.33 -3.38
4.13 1.37 2.86
0.16 -1.96 1.67
0.59 -2.10 0.13
-1.87 -0.69 0.16
-1.14 0.13 -0.79
0.65 1.87 -0.75
0.55 0.16 0.47

E_HOMO (alpha / beta) = -8.5 / -8.5 eV
energy above the lowest of the compared OMol25 structures with the same formula, charge and spin = 2.738 eV
net charge = 0
molar mass = 114.02 u
multiplicity = 1
energy = -837.3075 hartree

***

No. 3
This record from the OMol25 dataset describes a molecular structure, C4H4P2 in a non-equilibrium geometry. The level of theory is ωB97M-V/def2-TZVPD.

Cartesian coordinates (Å):
P -1.3379 1.5733 0.0974
P -1.1563 -1.6347 -0.0613
C 0.5781 0.2145 -0.4052
C -0.8390 0.0196 -0.8700
C 0.3295 1.3142 0.5100
C 0.3246 -1.4067 0.6789
H 0.5630 -1.9027 1.6159
H -0.9955 0.1130 -1.8743
H 0.9563 1.6521 1.3088
H 1.5772 0.0573 -1.0002

Atomic forces in eV per Å
-2.21 -0.27 -0.34
-0.08 1.12 -0.10
2.14 0.68 1.42
0.02 -0.94 1.35
2.46 -1.83 -0.19
-0.79 0.52 -0.64
0.85 0.29 0.01
-0.65 0.10 -2.79
0.32 0.30 0.11
-2.07 0.02 1.16

E_HOMO (alpha / beta) = -6.4 / -9.2 eV
energy above the lowest of the compared OMol25 structures with the same formula, charge and spin = 0.614 eV
net charge = 0
molar mass = 114.02 u
multiplicity = 3
energy = -837.2657 hartree

***

No. 4
This record from the OMol25 dataset describes a gas-phase ion, C4H4PS (charge -1) in a non-equilibrium geometry. The level of theory is ωB97M-V/def2-TZVPD.

Cartesian coordinates (Å):
S 2.9508 0.9335 -2.0574
P -0.3031 0.5229 -1.8762
C 1.4668 -0.1976 0.1695
C -0.8646 -0.1604 -0.3594
C 1.4527 0.5985 -1.5260
C 0.1787 -0.4359 0.5157
H -1.8814 -0.6428 -0.2364
H -0.0036 -1.1750 1.3936
H -0.0222 1.9578 -1.4034
H 2.3846 -0.1228 0.7779

Atomic forces in eV per Å
0.26 0.67 -1.14
-0.20 1.83 0.11
0.52 2.72 -3.51
-1.65 -0.72 0.00
0.82 -3.21 5.71
-0.15 -2.49 1.41
1.35 0.74 -0.32
0.11 1.62 -1.02
-0.47 -0.94 -0.64
-0.59 -0.23 -0.59

E_HOMO = -2.3 eV
energy above the lowest of the compared OMol25 structures with the same formula, charge and spin = 2.922 eV
net charge = -1
molar mass = 115.12 u
multiplicity = 1
energy = -894.2629 hartree
SMILES = [S-]C1=[PH]=CC=C1

***

No. 5
This record from the OMol25 dataset describes a single C4H4S molecule in a non-equilibrium geometry. The level of theory is ωB97M-V/def2-TZVPD.

Cartesian coordinates (Å):
S 2.0058 -0.5697 -0.0487
C 0.5283 0.5316 -0.1605
C -0.8197 0.2006 -0.2158
C 1.6286 1.1255 0.1609
C -1.2828 -1.0655 0.0301
H -2.4215 -1.2575 0.0585
H -1.4004 1.0076 -0.6162
H -0.6007 -1.9171 0.2900
H 2.3625 1.9444 0.5016

Atomic forces in eV per Å
0.69 -1.60 -0.06
2.07 0.32 0.84
-1.39 -1.86 -0.35
1.12 2.00 0.39
-0.97 0.73 0.09
2.13 0.30 -0.21
-0.95 0.16 0.33
-0.68 1.09 -0.28
-2.01 -1.15 -0.74

E_HOMO = -7.5 eV
energy above the lowest of the compared OMol25 structures with the same formula, charge and spin = 3.373 eV
net charge = 0
molar mass = 84.14 u
multiplicity = 1
energy = -552.8681 hartree
SMILES = C=CC1=CS1

***

No. 6
This record from the OMol25 dataset describes a single C4H4S molecule in a non-equilibrium geometry. The level of theory is ωB97M-V/def2-TZVPD.

Cartesian coordinates (Å):
S 1.9641 0.2768 1.7975
C -0.7970 -0.2118 0.2994
C 0.4232 0.0341 0.6638
C -1.9829 -0.3603 -0.3681
C 1.6996 0.3343 0.0074
H -2.2549 -1.4635 -0.5228
H -2.7316 0.4225 -0.6549
H 1.6055 1.2587 -0.5443
H 2.0741 -0.2907 -0.6780

Atomic forces in eV per Å
-2.12 -0.27 -1.26
-1.98 0.67 -1.06
1.26 -0.26 0.35
1.72 -1.51 1.53
-2.37 2.51 1.08
0.15 1.83 -0.07
1.12 -0.70 0.52
0.44 0.93 0.61
1.78 -3.19 -1.70

E_HOMO = -9.1 eV
energy above the lowest of the compared OMol25 structures with the same formula, charge and spin = 3.571 eV
net charge = 0
molar mass = 84.14 u
multiplicity = 1
energy = -552.8608 hartree
SMILES = C=C=C1CS1

***

No. 7
This record from the OMol25 dataset describes a single C4H4S molecule in a non-equilibrium geometry. The level of theory is ωB97M-V/def2-TZVPD.

Cartesian coordinates (Å):
S -2.8437 -0.0374 0.0187
C 1.0896 0.7755 -0.0602
C 1.1930 -0.5656 0.0735
C -1.2932 -0.1139 -0.4347
C -0.1775 -0.1229 0.4989
H 1.5899 -1.4406 -0.3259
H 1.5990 1.7281 0.1464
H -0.9091 -0.0196 -1.4591
H -0.2480 -0.2036 1.5425

Atomic forces in eV per Å
0.12 -0.20 -0.40
0.12 -3.99 2.39
-1.14 4.59 -1.82
0.02 0.48 0.65
2.07 1.01 -1.37
1.08 -1.29 -0.02
-0.60 -0.54 -0.65
-0.55 -0.18 -0.01
-1.10 0.11 1.24

E_HOMO = -8.6 eV
energy above the lowest of the compared OMol25 structures with the same formula, charge and spin = 3.692 eV
net charge = 0
molar mass = 84.14 u
multiplicity = 1
energy = -552.8563 hartree
SMILES = S=CC1C=C1

***

No. 8
This record from the OMol25 dataset describes a molecular structure, C4H4S2 in a non-equilibrium geometry. The level of theory is ωB97M-V/def2-TZVPD.

Cartesian coordinates (Å):
S 1.0547 1.4827 2.1757
S -0.5580 -1.7255 -0.3761
C -0.4588 -0.0700 0.5233
C -0.1574 -0.5176 -1.5943
C 0.5967 0.0201 1.4839
C -0.1183 0.6158 -0.8741
H 0.1213 1.6307 -1.0245
H -0.2112 -0.7912 -2.6204
H -1.5188 0.1890 0.7154
H 1.2499 -0.8339 1.5911

Atomic forces in eV per Å
-0.78 -2.18 -0.73
0.12 0.62 0.26
-1.66 -0.06 -2.78
-0.69 0.36 0.40
1.76 3.05 1.74
-0.06 -2.85 1.24
0.10 0.89 -0.30
0.43 0.31 -0.80
0.80 0.08 0.75
-0.02 -0.24 0.21

E_HOMO = -8.8 eV
energy above the lowest of the compared OMol25 structures with the same formula, charge and spin = 2.127 eV
net charge = 0
molar mass = 116.21 u
multiplicity = 1
energy = -951.0943 hartree

***

No. 9
This record from the OMol25 dataset describes a molecular structure, C4H5AlLiO3 in a non-equilibrium geometry. The level of theory is ωB97M-V/def2-TZVPD.

Cartesian coordinates (Å):
Al 1.0548 -1.5311 1.4116
O 0.9859 -1.6536 -0.3623
O 0.5345 1.0546 -1.1788
O 1.1175 0.3443 0.8569
C -1.4397 -1.7536 -0.3383
C 0.9556 1.6722 1.4131
C -0.2706 -1.2391 -0.7383
C 0.7538 0.1456 -0.4166
Li -0.8379 1.0260 -2.5455
H -2.3117 -1.1011 -0.3604
H 1.7345 2.3075 0.9818
H 1.0467 1.5364 2.4926
H -1.4899 -2.7654 0.0806
H -0.0172 2.0782 1.1201

Atomic forces in eV per Å
0.62 -0.48 1.64
1.47 -0.89 -1.42
1.28 -1.80 0.49
0.12 -3.16 -0.68
0.54 1.86 -0.41
0.06 2.55 0.82
-0.07 -1.03 2.55
-3.45 3.36 -1.67
-0.29 0.57 -1.08
-0.30 -0.47 -0.06
0.07 -0.17 0.32
0.07 0.18 -0.19
-0.14 -0.18 -0.51
0.02 -0.33 0.19

E_HOMO (alpha / beta) = -24.7 / -23.8 eV
net charge = +3
molar mass = 135.00 u
multiplicity = 1
energy = -629.6982 hartree

***

No. 10
This record from the OMol25 dataset describes a molecular structure, C4H5B in a non-equilibrium geometry. The level of theory is ωB97M-V/def2-TZVPD.

Cartesian coordinates (Å):
C -0.6684 0.8950 -0.0632
C -1.2213 -0.2386 0.3515
C 1.2015 -0.3975 0.4579
C 0.7551 0.7485 -0.0217
B -0.0019 -1.1872 0.1882
H 1.2172 1.5731 -0.4874
H 2.2741 -0.7021 0.4195
H -2.2882 -0.5018 0.4737
H -1.1170 1.9110 -0.0619
H -0.1511 -2.1004 -1.2565

Atomic forces in eV per Å
3.44 5.19 0.37
-2.67 -5.94 1.20
3.90 -4.38 0.25
-3.90 6.15 -1.79
-2.74 -2.92 -3.10
1.53 0.73 0.03
-1.05 0.38 0.46
0.80 0.44 -0.06
0.20 -0.79 -0.73
0.48 1.13 3.38

E_HOMO (alpha / beta) = -6.5 / -9.6 eV
energy above the lowest of the compared OMol25 structures with the same formula, charge and spin = 1.610 eV
net charge = 0
molar mass = 63.90 u
multiplicity = 3
energy = -180.0124 hartree

***

What is the energy in the ninth record?
-629.6982 hartree